[1]
Below is a cluster of 2 separate species, BrI2P in total, with properties calculated with wB97M-V/def2-TZVPD.

Bonds (Å) are listed after each position.
CARTESIAN COORDINATES (ANGSTROEM)
1 P 1.761 0.293 -0.476  Br2 2.186, I4 2.401
2 Br 0.343 1.638 0.504  P1 2.186
3 I -3.102 -0.032 -0.165  no bonds
4 I 0.998 -1.899 0.137  P1 2.401

## Properties
⟨S²⟩ ... 2.007
Multiplicity ... 3
E_LUMO (alpha / beta) ... -0.014 / -0.117 Ha
HOMO-LUMO gap (alpha / beta) ... 8.106 / 6.602 eV
Net charge ... 0
Molecular weight ... 364.686 g mol⁻¹
HOMO (alpha / beta) ... -8.48 / -9.78 eV

Let us look at the Löwdin charges, expressed in e, one per atom: number 1, P, carries -0.20; number 2, Br, carries 0.00; number 3, I, carries 0.01; number 4, I, carries 0.20



[2]
Below is the molecule BrIO2S2, with properties calculated with wB97M-V/def2-TZVPD.

Bonds (Å) are listed after each position.
CARTESIAN COORDINATES (ANGSTROEM)
1 O -0.149 -0.018 1.678  S3 1.419
2 O 0.223 -0.513 -0.877  S3 1.809, S4 1.586
3 S -0.761 0.262 0.428  O1 1.419, O2 1.809, Br5 2.259
4 S 1.375 -0.105 -1.887  O2 1.586, I6 2.782
5 Br -0.218 2.336 -0.286  S3 2.259
6 I 3.231 0.039 0.180  S4 2.782

## Properties
E_LUMO ... -0.081 Ha
HOMO-LUMO gap ... 7.004 eV
Net charge ... 0
Molecular weight ... 302.940 g mol⁻¹
Relative energy (zero: lowest compared OMol25 entry of this formula, charge and spin) ... 19.7 kcal/mol
HOMO ... -9.22 eV

Let us look at the Löwdin charges, expressed in e, one per atom: number 1, O, carries -0.49; number 2, O, carries -1.09; number 3, S, carries 0.60; number 4, S, carries 0.44; number 5, Br, carries 0.29; number 6, I, carries 0.24



Question: The highest molecular weight belongs to which entry?
Answer: BrI2P



Repeat the first record exactly.
Below is a cluster of 2 separate species, BrI2P in total, with properties calculated with wB97M-V/def2-TZVPD.

Bonds (Å) are listed after each position.
CARTESIAN COORDINATES (ANGSTROEM)
1 P 1.761 0.293 -0.476  Br2 2.186, I4 2.401
2 Br 0.343 1.638 0.504  P1 2.186
3 I -3.102 -0.032 -0.165  no bonds
4 I 0.998 -1.899 0.137  P1 2.401

## Properties
⟨S²⟩ ... 2.007
Multiplicity ... 3
E_LUMO (alpha / beta) ... -0.014 / -0.117 Ha
HOMO-LUMO gap (alpha / beta) ... 8.106 / 6.602 eV
Net charge ... 0
Molecular weight ... 364.686 g mol⁻¹
HOMO (alpha / beta) ... -8.48 / -9.78 eV

Let us look at the Löwdin charges, expressed in e, one per atom: number 1, P, carries -0.20; number 2, Br, carries 0.00; number 3, I, carries 0.01; number 4, I, carries 0.20



Question: Which value of molecular weight does entry 2 give?
Answer: 302.940 g mol⁻¹



Question: molecular weight of number 2 (BrIO2S2)?
Answer: 302.940 g mol⁻¹